{
  "formula": "C7H19INO3",
  "method": "ωB97M-V/def2-TZVPD",
  "de_lowest_kj_mol": 81.2,
  "lumo_energy_ev": 2.900,
  "total_charge": -1,
  "fmax_ev_per_a": 3.0,
  "symbols": ["C", "H", "H", "H", "H", "C", "H", "C", "I", "H", "H", "H", "O", "H", "N", "C", "H", "C", "H", "H", "H", "C", "H", "H", "H", "H", "H", "O", "C", "O", "H"],
  "positions_angstrom": [[-2.016200, 23.429290, -1.745640], [-7.796340, 26.294390, -5.762580], [-4.062180, 24.039460, -2.094500], [-7.401860, 25.007920, -4.523610], [-1.402330, 24.129160, -1.178690], [-3.142180, 24.021830, -2.678790], [-3.696970, 21.393660, -2.049360], [-3.682620, 25.952340, -4.106250], [0.535300, 25.568670, -4.439170], [-1.268270, 22.984620, -2.402130], [-3.059310, 20.341720, -0.693180], [-3.683650, 27.040470, -4.169940], [-5.895500, 26.010460, -5.117880], [0.374560, 27.255870, -2.082140], [-2.882020, 25.433950, -2.972990], [-2.841620, 21.108140, -1.437020], [-0.979760, 26.623940, -0.171630], [-7.236670, 26.029650, -4.865480], [-1.897550, 25.518280, -3.182280], [-5.595320, 26.451100, -3.138640], [-7.547210, 26.740560, -4.099800], [-5.170450, 25.802610, -3.904830], [-3.360590, 25.500490, -5.044460], [-0.671890, 28.272250, 0.248540], [-2.044220, 20.690540, -2.051730], [-5.416520, 24.750340, -3.762420], [-1.713570, 27.674570, -1.111910], [-2.398650, 22.348000, -0.880480], [-0.752030, 27.598150, -0.604260], [0.535880, 27.528580, -1.175930], [-3.203770, 23.439740, -3.598290]],
  "atomic_forces_ev_per_a": [[0.271, -1.507, -1.651], [0.105, -0.347, -0.139], [-0.287, -0.675, -0.197], [-1.333, -0.175, 0.172], [-0.814, 0.314, 0.322], [0.680, 0.722, 1.582], [-0.306, -0.854, -0.186], [-0.097, 0.440, 0.600], [-0.107, 0.047, 0.100], [0.212, 0.120, -0.478], [-0.219, 0.593, 0.371], [1.375, 0.139, -0.164], [2.027, 2.032, -0.827], [0.588, -0.414, -0.713], [-0.689, 0.308, 0.040], [0.600, 1.693, -0.892], [0.251, -0.464, 0.586], [-0.695, -0.642, 0.049], [0.340, 0.364, -0.418], [0.268, -0.069, 0.343], [0.106, 0.152, 0.355], [-0.716, -2.027, -0.884], [-0.185, 0.050, -0.268], [-0.355, 0.299, -0.148], [0.051, -0.062, -0.420], [0.011, -0.259, 1.218], [0.557, 1.096, -1.277], [-0.388, 0.131, 1.510], [-0.020, -1.298, 2.144], [-0.964, 0.666, -0.683], [-0.267, -0.371, -0.043]]
}